# 1
{
  "formula": "C7H13N2O",
  "method": "ωB97M-V/def2-TZVPD",
  "elements": ["C", "H", "N", "H", "H", "C", "N", "H", "H", "H", "C", "H", "H", "H", "O", "C", "H", "C", "H", "C", "H", "H", "C"],
  "positions_angstrom": [[0.7373, 0.3994, -1.3976], [1.6146, 0.8870, -2.0623], [-1.9149, 0.8554, -0.2678], [3.2559, -0.0151, -0.1047], [-2.2620, -2.4230, 0.5494], [2.3014, -0.6361, 0.2162], [1.0586, 0.2195, 0.0324], [0.2646, -1.6403, 0.7835], [-4.5442, -0.9455, -0.3986], [-0.1045, 1.1817, -1.6083], [0.0069, -0.5214, 0.5856], [2.3149, -0.7271, 1.2496], [2.3521, 1.7252, 0.7302], [2.2507, -1.5229, -0.3158], [-3.2225, 0.6093, -0.4210], [-3.5106, -0.6174, -0.1703], [0.7337, 2.2547, 0.0264], [-1.4243, -0.2815, 0.1646], [0.8119, 1.6471, 1.6687], [-2.3961, -1.3325, 0.2294], [-0.0543, -0.0879, 1.7068], [0.4782, -0.5622, -1.8624], [1.2525, 1.5338, 0.6659]],
  "fmax_ev_per_a": 8.04,
  "e_lumo_ev": [-2.7, -6.5],
  "gap_ev": [6.2, 7.4],
  "de_lowest_kcal_mol": 68.4,
  "spin_multiplicity": 3,
  "total_charge": 1
}



# 2
{
  "formula": "C7H13N2S",
  "method": "ωB97M-V/def2-TZVPD",
  "elements": ["H", "H", "N", "H", "C", "N", "H", "H", "H", "H", "H", "H", "C", "H", "C", "H", "S", "H", "C", "C", "C", "C", "H"],
  "positions_angstrom": [[-3.0303, 0.5314, -0.1791], [-1.0142, -3.3040, 0.3992], [-1.7746, -0.9572, 0.4627], [3.8652, 0.1659, -1.0320], [2.9321, -0.3292, -0.7829], [-0.2962, -2.6013, 0.6402], [0.6352, 2.4911, 0.6789], [0.8494, 0.2934, -1.7080], [-0.2679, 1.3209, 1.9524], [-2.4879, -1.6354, 0.7485], [-0.7557, 0.9524, -0.8800], [-2.3163, 0.6863, 1.5464], [-0.5559, -1.3354, 0.5489], [0.5999, -2.9530, 1.1073], [-1.0968, 1.3756, 0.0198], [2.9071, -1.3450, -1.1182], [2.6066, -0.3940, 0.9617], [-1.5967, 2.3593, -0.1812], [-2.1203, 0.4628, 0.5108], [1.6283, 0.5217, -0.9517], [1.1479, 0.4237, 0.4441], [0.1061, 1.4464, 0.9179], [1.7681, 1.5369, -1.4073]],
  "fmax_ev_per_a": 3.39,
  "e_lumo_ev": -4.1,
  "gap_ev": 8.4,
  "de_lowest_kcal_mol": 88.1,
  "total_charge": 1
}



# 3
{
  "formula": "C7H13N3",
  "method": "ωB97M-V/def2-TZVPD",
  "elements": ["H", "H", "C", "H", "H", "C", "H", "N", "C", "C", "H", "H", "H", "H", "H", "C", "N", "C", "H", "H", "C", "N", "H"],
  "positions_angstrom": [[-1.8887, -1.3929, 0.3324], [-2.3248, -1.1741, -2.3148], [-1.1438, 1.4012, -0.7634], [-1.7551, 2.2820, 0.8653], [2.6949, -1.6153, -0.1400], [2.2641, -1.3106, 0.6906], [-0.6097, -1.0471, -2.4019], [-1.4975, 0.5383, -1.5398], [-0.9281, 2.3158, 0.1427], [0.2131, -1.8732, -0.2090], [1.2484, 2.9593, 0.0747], [0.7046, -2.3955, -1.0488], [2.6832, -0.2021, 0.9842], [-0.1819, 4.2677, 0.3456], [0.4087, 3.1586, 1.6811], [-1.4146, -0.8746, -1.7365], [0.8084, -1.1764, 0.6586], [0.1787, 3.2350, 0.5550], [-1.6549, -2.6656, -0.9048], [0.8386, -0.2188, 2.2162], [-1.2594, -1.7287, -0.5151], [0.1407, -0.5588, 1.5692], [2.4750, -1.9241, 1.4585]],
  "fmax_ev_per_a": 7.41,
  "e_lumo_ev": 0.8,
  "gap_ev": 8.3,
  "de_lowest_kcal_mol": 119.9,
  "total_charge": 0
}